(1)
15
Properties=species:S:1:pos:R:3 method="wB97M-V/def2-TZVPD" homo_ev=-9.03 e_lumo_ha=0.0291
O -0.76991 1.63476 0.51529
N -0.60203 0.30706 0.87569
N -1.35838 -0.50899 0.41605
C 1.75893 -1.25315 0.94724
C 1.95868 0.36176 -1.00997
C 1.80171 -0.35393 0.04826
C -2.40722 -0.20592 -0.49448
H -1.85757 -0.22551 -1.48610
H 0.85902 -1.59774 1.43658
H 1.90871 1.43614 -0.93428
H -2.56570 0.88925 -0.59336
H 2.11997 0.10979 -2.01906
H -0.07076 2.07910 1.13982
H 2.40971 -1.82183 1.47378
H -3.18517 -0.85078 -0.31545

***

(2)
16
Properties=species:S:1:pos:R:3 method="wB97M-V/def2-TZVPD" homo_ev=-9.72 e_lumo_ha=-0.0181
S -1.47390 -0.33835 -0.54105
F 0.26037 2.41157 -1.90147
F -1.14262 2.72684 -0.33243
F -0.26014 -0.37781 2.61591
F -1.25367 1.42862 2.31858
F 0.89585 1.39143 2.53355
F 1.01160 2.80409 0.11709
N 0.91070 -0.38270 -0.43438
C 0.01075 0.69343 -0.17911
C -0.14367 0.80724 2.09827
C 0.05368 2.13921 -0.58519
C 0.27628 -2.66148 -1.13767
C 0.05279 -1.31276 -0.64659
H -0.11634 -2.68894 -2.17177
H 1.38434 -3.09116 -1.07122
H -0.46601 -3.54923 -0.68252

***

(3)
2
Properties=species:S:1:pos:R:3 method="wB97M-V/def2-TZVPD" s2=0.75 spin_multiplicity=2 total_charge=-1 homo_ev="-1.92 / -1.66" e_lumo_ha="0.1463 / 0.1453"
S 0.79354 -0.41946 0.40036
S -0.79354 0.41946 -0.40036

***

(4)
106
Properties=species:S:1:pos:R:3 method="wB97M-V/def2-TZVPD" s2=0.76 spin_multiplicity=2 total_charge=-2 homo_ev="-2.48 / -2.48" e_lumo_ha="0.0760 / 0.0759"
Te -2.04141 -2.07415 1.00642
As 5.13639 -0.06349 3.20467
Ti 0.73218 1.05091 3.29684
Cl 1.81752 -3.34705 3.73490
Cl 0.39181 -3.78705 6.22025
Cl -2.12312 -2.95259 3.57663
S 3.26205 1.94974 1.46939
Si -2.60972 -5.13306 -0.11072
Si -3.92107 0.04757 -1.08971
F 0.60778 6.16722 -1.72070
F 4.39904 -1.01146 1.95820
F 3.71733 -0.20246 4.15698
F -0.57063 1.07765 -3.05994
F 6.48794 0.19548 2.16064
F 1.10746 5.36750 -4.14973
F 1.80718 2.13597 4.12252
F -0.97776 1.85972 -0.62211
F 5.86135 -1.43960 3.92642
F 5.81772 1.02110 4.34478
O -0.91041 0.15067 2.24443
O 2.83556 3.27401 1.77839
O 0.99617 -0.58835 4.07766
O -0.00336 -0.85853 6.07861
O -3.64808 1.91802 5.66697
O 4.36982 1.51545 2.39154
O -3.54935 -0.96065 1.83707
O -5.35636 0.33485 3.83576
O -0.79809 1.55940 4.57780
N 2.03265 0.91858 1.54242
N 1.58948 -1.33396 1.23038
N 1.16419 0.11947 -5.42053
N -0.88781 6.84317 1.13680
N 1.70916 4.06945 -6.96030
N -0.15339 2.70319 2.22366
C 1.86107 -0.17602 0.64496
C -1.96423 0.42824 2.93401
C 1.88010 -0.04408 -0.74655
C 0.37716 3.14813 -3.74553
C 1.74327 -1.17098 -1.53359
C 5.49843 1.95190 -4.12382
C -0.21531 3.50952 1.38299
C -3.94526 0.47916 -2.90932
C 0.57831 -1.30966 5.12081
C 0.80472 2.63521 -5.03022
C 1.43577 -2.41125 0.46586
C -3.28670 1.32169 4.69530
C -3.93808 -6.43610 -0.32170
C -0.20583 2.34236 -2.76207
C -5.48980 -0.91927 -0.72129
C 4.16117 2.98903 -2.26517
C -0.36574 4.44210 0.38288
C -0.63865 5.77005 0.78760
C -1.28217 -5.72345 1.07060
C -3.43887 -3.58123 0.57707
C 1.54082 -2.39826 -0.91419
C 5.32679 0.94161 -1.82146
C -1.86140 -4.72229 -1.77648
C 0.56232 4.46426 -3.30878
C -2.39040 -1.04086 -0.81561
C -1.89696 1.18275 4.13917
C -4.16696 0.48243 3.74904
C 4.85374 0.93344 -0.52225
C -0.17962 4.05240 -1.01860
C 0.90333 -2.72915 5.00755
C 0.30487 4.89135 -2.01886
C -0.44357 2.76495 -1.47279
C -3.86297 1.61406 -0.06310
C 4.98228 1.95700 -2.71302
C 3.64950 2.98594 -0.97811
C 3.99793 1.95030 -0.12119
C 0.99571 1.25109 -5.23184
C 1.29427 3.45351 -6.07069
C -3.23702 -0.08826 2.75291
H 3.90610 3.79258 -2.94408
H -3.67734 2.47958 -0.70205
H 5.49863 0.94041 -4.53072
H -3.51478 -7.35768 -0.72868
H 2.98545 3.76904 -0.63795
H -6.35536 -0.28820 -0.94235
H -4.39899 -6.67270 0.63952
H -4.18556 -3.17413 -0.10351
H 1.22631 -3.33730 0.99743
H -1.05653 -3.98765 -1.69054
H -1.43421 -5.61819 -2.23405
H -4.77256 1.16012 -3.12723
H -3.02005 0.96780 -3.21107
H -5.57235 -1.80973 -1.35105
H -4.72340 -6.09710 -1.00053
H -1.68057 -6.47466 1.75586
H -2.36936 -1.83608 -1.57122
H 4.88767 2.57935 -4.77117
H 1.45280 -3.31258 -1.48601
H -5.55485 -1.21740 0.32557
H 5.97272 0.13787 -2.15463
H 5.12673 0.13975 0.15893
H 1.78060 -1.07571 -2.61287
H -4.81032 1.77355 0.45787
H -2.60516 -4.31817 -2.46755
H -4.06809 -0.41115 -3.53090
H 1.99386 0.91911 -1.21495
H 6.52383 2.32965 -4.15520
H -0.88765 -4.91739 1.69454
H -3.06132 1.60521 0.67517
H -3.89520 -3.79846 1.54438
H -1.49574 -0.43416 -0.97695
H -0.44954 -6.17393 0.52500

***

(5)
84
Properties=species:S:1:pos:R:3 method="wB97M-V/def2-TZVPD" total_charge=+1 homo_ev=-9.22 e_lumo_ha=-0.0768
P 3.74156 0.84118 -0.32512
P -0.03132 -1.54046 -1.44226
P -0.81232 2.33980 -0.03729
O 2.21296 0.51511 -0.64137
N -0.01117 -0.44584 1.01177
C 0.91470 -2.34289 -2.82102
C 0.70314 -4.55296 1.35555
C 0.79176 -5.99798 1.58421
C 0.59594 -3.94103 0.09595
C -2.31712 0.32869 3.81846
C -3.64551 2.26817 -0.67024
C -1.61623 -0.45004 2.90437
C 0.74882 -3.75133 2.52188
C 0.33799 -1.79169 1.18341
C -2.25963 2.78387 -1.15383
C 0.40230 4.00000 1.90066
C 4.06398 2.60573 -0.33725
C 0.67491 -2.36437 2.44220
C 4.71338 0.16705 -1.65710
C -2.12223 -3.31690 -2.56040
C -0.98722 0.15459 1.82456
C -0.33011 4.06098 0.55254
C -2.78341 -1.65159 -0.82896
C -2.19607 2.25904 2.36561
C 0.67064 -1.55230 -4.11928
C -2.67461 1.65566 3.52939
C 3.96761 0.16240 1.37043
C 0.40347 4.78045 -0.57062
C -1.36963 1.50630 1.47465
C -1.83880 -1.90917 -2.01895
C -3.47395 2.43154 4.52277
C 2.40122 -2.45700 -2.60999
C 0.31652 -2.59513 -0.00445
C -1.92642 2.22061 -2.50544
Be 0.79416 0.38468 -0.24803
H -0.09065 4.69621 -1.58849
H 3.27833 0.71783 2.04781
H 2.79639 -1.71303 -1.91533
H -2.36031 3.86776 -1.19150
H -3.22198 -3.32727 -2.71560
H -3.82891 -1.61111 -1.16311
H -4.27049 1.82647 5.01788
H -2.50378 3.29659 2.05475
H -2.19709 1.15256 -2.60153
H 0.42527 3.01897 2.34940
H 3.97717 2.91964 -1.39532
H -0.06245 -6.38007 2.08484
H 3.32263 3.18436 0.26641
H 5.25633 1.02705 -2.06270
H 0.85137 -6.53721 0.62316
H 5.09151 2.85772 0.03161
H -2.44675 2.85193 -3.26802
H 0.68859 -1.72939 3.31819
H 2.68880 -3.43216 -2.20287
H -4.07718 2.85527 0.12223
H 2.96158 -2.34428 -3.55196
H -0.83080 2.32179 -2.70904
H 5.42354 -0.64608 -1.43743
H 1.42677 4.37834 -0.70492
H -2.48993 -0.09911 4.79028
H 5.01599 0.21744 1.72824
H 0.96034 -0.48813 -4.07873
H 0.44140 -3.34543 -2.93864
H -0.06691 4.71033 2.62124
H -4.31522 2.17783 -1.56241
H -2.70107 -2.51145 -0.13115
H -2.79856 2.76303 5.34390
H 1.70640 -6.32734 2.10026
H -0.39965 -1.56276 -4.41115
H 0.52680 5.81744 -0.34432
H -3.54230 1.21182 -0.36769
H -2.51116 -0.71949 -0.28290
H 3.63343 -0.84847 1.33276
H -1.45333 -1.49457 3.14530
H -3.99791 3.32063 4.15425
H -1.80406 -4.08625 -1.80898
H -1.25426 4.58080 0.67836
H 1.22952 -2.05043 -4.95757
H -2.04515 -1.14923 -2.82344
H 0.91561 -4.32766 3.45184
H 4.04930 -0.22935 -2.39592
H 1.41858 4.43528 1.77904
H 0.71598 -4.54578 -0.84001
H -1.59102 -3.50622 -3.49782

***

(6)
22
Properties=species:S:1:pos:R:3 method="wB97M-V/def2-TZVPD" smiles="C=C(C)C(C)=C(C)C" homo_ev=-8.92 e_lumo_ha=0.0353
C 0.15989 -0.55746 -0.21634
C 0.97268 0.36642 0.11874
C 1.01706 1.79966 0.47515
C 0.10365 -1.98916 -0.59275
C -1.43410 0.21294 -0.15602
C 2.59952 -0.37774 0.01517
C -1.88638 0.88021 -1.20488
C -2.23820 -0.07186 1.07180
H 2.63790 -1.33778 0.51960
H 0.61316 -2.60909 0.14559
H 1.47004 2.37807 -0.33098
H -0.93334 -2.31457 -0.65753
H 0.57687 -2.14543 -1.56231
H 1.63498 1.93647 1.36365
H 2.94395 -0.45710 -1.01444
H 3.26835 0.31290 0.52539
H -2.92356 1.19137 -1.28693
H 0.01930 2.18194 0.67784
H -1.27956 1.04735 -2.08411
H -2.26709 -1.14363 1.27743
H -1.78784 0.41204 1.94126
H -3.26729 0.28443 0.97468

***

(7)
8
Properties=species:S:1:pos:R:3 method="wB97M-V/def2-TZVPD" homo_ev=-6.08 e_lumo_ha=-0.0443
Na 2.42371 0.71975 1.26763
O -2.95760 0.08984 -0.12162
O 0.54355 0.80261 -0.13530
C -0.79558 -1.08631 -0.33422
C 0.52906 -0.63084 -0.49414
C 1.80037 -0.82263 -0.81230
C -1.86187 -0.47245 -0.01004
Li -3.58382 1.75655 0.10123

***

(8)
10
Properties=species:S:1:pos:R:3 method="wB97M-V/def2-TZVPD" homo_ev="-5.45 / -6.09" e_lumo_ha="-0.0243 / -0.0409"
K 0.00986 -2.47984 -0.75457
O 2.76692 1.26111 0.13090
C 2.56976 -1.01508 -1.09346
C 2.46023 0.02647 -2.12880
C 3.32052 0.45435 -0.76833
Li 2.14539 -4.22164 0.67675
H 2.93226 -2.03474 -1.20755
H 3.08385 0.00463 -3.02687
H 1.51352 0.55636 -2.27756
H 4.40021 0.44686 -0.87197

***

| no. | total energy (Eh) |
| --- | --- |
| 1 | -341.7566 |
| 2 | -1244.3545 |
| 3 | -796.4113 |
| 4 | -9221.7157 |
| 5 | -2303.1580 |
| 6 | -313.1116 |
| 7 | -472.5220 |
| 8 | -799.1644 |